Formula: C19H12AgBrF6N3O4S3
Source: OMol25
Level of theory: ωB97M-V with the def2-TZVPD basis set

Each line ends with the Mulliken charge.
Atoms and positions in Å:
1 Ag -0.31074 0.58329 -0.37013  0.584
2 Br 0.37020 0.39565 2.72128  -0.224
3 C -0.83749 -1.07652 2.83689  0.415
4 C -1.20084 -1.44383 4.10141  -0.697
5 C -2.01032 -2.57758 4.30306  -0.461
6 C -2.39464 -3.32646 3.23222  -0.913
7 C -2.02205 -2.95928 1.91590  1.216
8 C -2.40258 -3.77816 0.82827  -0.752
9 C -2.04777 -3.43029 -0.44061  -1.011
10 C -1.35094 -2.22590 -0.67366  0.410
11 C -0.95344 -1.36085 0.33088  -1.396
12 C -1.26078 -1.77670 1.66763  0.968
13 H -0.84697 -0.87087 4.94729  0.379
14 H -2.29977 -2.85532 5.30885  0.368
15 H -2.99109 -4.22190 3.36833  0.308
16 H -2.97374 -4.67787 1.02925  0.308
17 H -2.32853 -4.06010 -1.27795  0.370
18 H -1.15222 -1.96446 -1.70893  0.426
19 F -3.06643 0.36187 -1.90214  -0.164
20 C -2.87953 1.24620 -2.86627  0.608
21 F -3.15098 0.64579 -4.03349  -0.255
22 F -3.72947 2.25587 -2.72298  -0.185
23 S -1.11699 1.83470 -3.02651  0.977
24 O -0.36375 0.62856 -3.17998  -0.634
25 O -1.19567 2.74915 -4.12482  -0.630
26 N -0.60234 2.60272 -1.71078  -0.526
27 S -1.39526 3.22952 -0.50988  0.996
28 O -2.63672 2.61045 -0.17622  -0.536
29 O -0.45368 3.53434 0.53428  -0.795
30 C -1.86564 4.90260 -1.13951  0.596
31 F -2.78917 4.81694 -2.09495  -0.196
32 F -2.36162 5.63950 -0.13876  -0.231
33 F -0.80051 5.53673 -1.63352  -0.241
34 N 2.39589 3.23627 0.17978  -0.318
35 C 2.92512 2.00085 0.04311  0.284
36 N 2.24737 0.94756 -0.26922  0.088
37 C 3.06680 -0.16652 -0.35413  -0.609
38 C 2.63900 -1.45859 -0.64498  -0.120
39 C 3.57426 -2.47687 -0.68706  -0.742
40 C 4.92583 -2.22981 -0.44408  -0.379
41 C 5.36553 -0.95032 -0.14681  -0.549
42 C 4.42643 0.06838 -0.10360  0.792
43 S 4.66060 1.76054 0.25191  -0.361
44 H 1.38470 3.29657 0.25838  0.198
45 H 2.92741 3.93009 0.67301  0.247
46 H 1.58500 -1.64372 -0.80904  0.273
47 H 3.24745 -3.48516 -0.90728  0.392
48 H 5.63828 -3.04382 -0.48258  0.356
49 H 6.41181 -0.75328 0.04815  0.367

Computed properties:
- total charge = -1
- spin multiplicity = 1

Formula: C5H14NO2
Source: OMol25
Level of theory: ωB97M-V with the def2-TZVPD basis set

Each line ends with the Mulliken charge.
Atoms and positions in Å:
1 C 0.59618 0.32581 -0.39993  -0.853
2 N 0.32191 -0.59908 0.69800  -0.277
3 C 0.47184 -2.07587 0.30675  -0.609
4 O 1.59073 -2.43858 -0.26985  -0.811
5 C -0.63192 0.60119 -1.37978  -0.796
6 C -1.88250 1.07102 -0.57078  -0.387
7 C -1.63583 2.46202 0.01921  -1.089
8 H 0.96393 1.27196 -0.00268  0.501
9 H 1.34387 -0.11310 -0.99083  0.395
10 H 0.86059 -0.31034 1.52129  0.259
11 H 0.29931 -2.70595 1.18558  0.369
12 H -0.39426 -2.18403 -0.49667  0.202
13 H -0.83404 -0.32569 -1.93264  0.313
14 H -0.24553 1.35047 -2.04596  0.397
15 H -2.81150 1.03707 -1.15141  0.339
16 H -1.95315 0.41696 0.25232  0.305
17 H -0.75930 2.55995 0.63326  0.316
18 H -2.55259 2.75123 0.60490  0.308
19 H -1.49792 3.23623 -0.76760  0.256
20 H 2.96003 -2.26987 2.41741  0.234
21 H 2.51763 -2.04967 0.81155  0.394
22 O 3.27254 -2.01176 1.55786  -0.768

Computed properties:
- total charge = -1
- spin multiplicity = 1

Relative energy (zero: lowest compared OMol25 entry of this formula, charge and spin) across the listed records, respectively: 3.7; 58.8 kJ/mol.